Record 1
Below is C21H42ClNNbO9S3 as an isolated structure at a distorted geometry, with properties calculated with wB97M-V/def2-TZVPD.

The calculation puts the frontier orbital gap at 6.372 eV. The calculation puts the maximum force at 0.1441 Eh/bohr. As for the total energy: -3268.6779 Eh.

Geometry as ORCA input:
```
! RIJCOSX wB97M-V def2-TZVPD def2/J DEFGRID3
* xyz -1 1
C 4.6402 1.7912 2.7821
C 3.5998 1.7431 1.5480
O 3.2474 3.0486 1.0331
C 1.8962 3.0816 0.5125
C 1.8892 2.6963 -1.0703
O 1.0606 1.5493 -1.3761
C 1.7263 0.3044 -1.0546
C 0.7214 -0.8952 -1.5060
O -0.1308 -1.1379 -0.3441
C -1.5416 -1.2135 -0.7562
Nb -2.6148 0.8034 -0.8457
C -3.5212 0.5323 1.2636
C -2.4275 0.6253 2.4370
C -1.9262 2.1125 2.8025
S -2.9658 3.4967 2.1349
C -4.4249 -0.2914 -1.7255
C -5.3858 0.6167 -2.6157
O -6.1149 1.4483 -2.0040
Cl -5.5228 0.5304 -4.4432
N -1.8112 1.3029 -2.7829
C -2.1789 0.4184 -3.6988
O -2.1389 -0.6206 -4.4143
H 4.7355 2.8770 3.1539
H 4.2079 1.1275 3.6202
H 5.6470 1.3214 2.5082
H 4.0142 1.0680 0.7002
H 2.6621 1.1798 1.9348
H 1.1409 2.4493 1.0924
H 1.5270 4.1766 0.5745
H 1.4333 3.5917 -1.6367
H 2.9753 2.5612 -1.4242
H 2.7293 0.2751 -1.6135
H 1.8838 0.1554 0.0762
H 1.2850 -1.8352 -1.8465
H 0.1473 -0.4894 -2.4089
H -2.0746 -1.8552 0.0553
H -1.6710 -1.8204 -1.7412
H -1.2164 1.6571 -0.0203
H -3.4988 2.4217 -0.8812
H -3.8956 -0.5699 1.2601
H -4.4575 1.1715 1.4234
H -2.8094 0.1194 3.3888
H -1.4868 0.0398 2.0954
H -0.8411 2.3017 2.5049
H -1.9690 2.1996 3.9576
H -2.5207 3.7853 0.8542
H -5.0399 -0.7184 -0.8606
H -4.0020 -1.2097 -2.2971
C 6.3852 0.8582 7.8387
C 7.3691 -0.2703 7.5235
C 6.8002 -1.0586 6.3421
S 5.8036 0.0951 5.4047
O 4.4230 -0.3231 5.4803
O 6.4601 0.3738 4.1513
C 6.0335 1.4869 6.4967
H 6.8152 1.5912 8.5245
H 5.4857 0.4441 8.3059
H 8.3384 0.1582 7.2479
H 7.5315 -0.9183 8.3879
H 7.5910 -1.4546 5.7042
H 6.1517 -1.8700 6.6776
H 5.1255 2.0886 6.5288
H 6.8651 2.0805 6.1102
C -4.0651 -2.3885 -6.4648
C -4.0079 -3.2291 -7.7420
C -4.6458 -4.5838 -7.4290
S -5.8312 -4.2878 -6.1212
O -5.3877 -4.9810 -4.9334
O -7.1700 -4.4400 -6.6485
C -5.4808 -2.5495 -5.9275
H -3.8264 -1.3411 -6.6576
H -3.3425 -2.7717 -5.7377
H -4.5760 -2.7285 -8.5334
H -2.9830 -3.3497 -8.1008
H -5.1608 -4.9968 -8.2973
H -3.9074 -5.2981 -7.0602
H -5.5772 -2.2646 -4.8805
H -6.1983 -1.9946 -6.5363
*
```

Here are the Mulliken charges for atoms 1 to 5, given in e:
1. C -0.6690
2. C 0.1214
3. O -0.4909
4. C 0.2147
5. C -0.5944

***

Record 2
Below is an isolated molecule of C3H5NO2 at a distorted geometry, with properties calculated with wB97M-V/def2-TZVPD.

The calculation puts the frontier orbital gap (alpha / beta) at 7.182 / 7.181 eV. The calculation puts the maximum force at 0.1225 Eh/bohr. As for the total energy: -322.2950 Eh. For the energy relative to the best compared isomer or geometry (same formula, charge and spin), the calculation gives 175.3 kcal per mole.

Geometry as ORCA input:
```
! RIJCOSX wB97M-V def2-TZVPD def2/J DEFGRID3
* xyz 0 1
O -1.7595 -0.3805 0.8623
C -0.8839 0.3448 -0.0181
C 0.1179 -0.4631 -0.7958
N 1.4361 -0.7231 -0.0591
C 0.5906 0.3631 0.3515
O 1.2296 1.6123 0.1175
H -2.6423 -0.4777 0.4672
H -1.2655 1.2521 -0.4736
H -0.2788 -1.4541 -0.9781
H 1.2897 -1.4977 0.5903
H 2.1661 1.4239 -0.0640
*
```

Here are the Mulliken charges for atoms 1 to 5, given in e:
1. O -0.5080
2. C 0.1303
3. C -0.7799
4. N -0.4290
5. C 0.5381

***

Record 3
Below is a 40-piece molecular cluster, H80O40 overall at a distorted geometry, with properties calculated with wB97M-V/def2-TZVPD.

The calculation puts the frontier orbital gap (alpha / beta) at 2.065 / 8.990 eV. The calculation puts the maximum force at 0.1188 Eh/bohr. As for the total energy: -3057.3608 Eh. For the energy relative to the best compared isomer or geometry (same formula, charge and spin), the calculation gives 120.3 kcal per mole.

Geometry as ORCA input:
```
! RIJCOSX wB97M-V def2-TZVPD def2/J DEFGRID3
* xyz -1 2
H 0.7905 2.9978 -0.6723
H -0.5784 2.1246 -0.8223
O -0.1734 3.0157 -0.9424
H 1.8771 1.5073 2.1978
H 2.6084 0.8641 0.9619
O 2.1612 1.6465 1.2938
H 0.0080 -4.3300 -0.7703
H -1.1485 -3.8721 -0.1780
O -0.8359 -4.0020 -1.1364
H -0.2846 -1.7045 2.4751
H 1.2924 -1.5805 3.1061
O 0.5356 -2.0853 2.8132
H 3.1477 3.5035 -3.3001
H 2.8994 4.6988 -2.3064
O 2.4727 4.0221 -2.8642
H 2.3917 -2.1129 -2.0742
O 1.8809 -1.4855 -2.5917
H -3.0873 2.5485 -3.1599
O -3.8446 3.1547 -3.2571
H 0.3165 -5.9574 3.2855
H 1.2898 -4.9350 3.5952
O 0.7629 -5.5759 4.0670
H 1.3730 5.0513 -0.4154
H 1.5051 6.6359 -0.4972
O 1.5814 5.8049 -0.9577
H 0.6690 -3.4827 2.0596
H 1.8282 -4.2816 1.2410
O 0.8608 -4.2018 1.4113
H -4.7186 -3.2282 -1.6008
H -3.6228 -4.1221 -1.5169
O -4.5644 -4.2131 -1.6950
H -3.1579 -3.7727 3.2338
O -2.4856 -4.2666 2.7567
H 1.6307 0.1394 -3.9945
H 2.2046 1.5648 -4.2603
O 1.6684 0.8652 -4.6259
H 0.6888 4.1928 -3.9303
H -0.0011 3.3899 -2.7065
O -0.1313 4.0268 -3.4524
H -0.3550 0.3866 -3.1436
H -0.5812 -0.7708 -2.1910
O 0.1344 -0.2069 -2.4985
H -3.1130 0.3825 1.3635
H -4.4738 0.5536 1.9398
O -3.6764 0.0291 2.0682
H 4.7272 0.1848 1.8078
H 4.6299 0.6871 3.1953
O 4.2520 -0.0183 2.6420
H -2.3397 -1.9620 2.6334
H -2.3364 -0.4539 3.2051
O -1.8697 -1.3248 3.1640
H -0.3464 3.0631 -4.9031
O 0.2579 2.6604 -5.5512
H -3.0617 3.9055 -1.4108
H -1.6809 3.9936 -0.6792
O -2.6637 3.8829 -0.5336
H 3.7447 0.8554 -0.7335
O 4.3703 0.4017 -0.1610
H 2.6492 -5.0607 -1.1737
H 1.6499 -5.3675 -2.5050
O 1.8065 -5.0811 -1.6146
H -0.0293 2.5926 4.6717
H -0.4732 3.8240 3.8591
O -0.3963 2.8693 3.8322
H 2.3863 3.8239 2.1465
H 0.8699 3.4951 2.0333
O 1.5312 4.1804 1.9294
H 1.1933 -0.2102 -0.6763
H 0.9768 -1.3588 0.2019
O 1.7419 -0.7574 -0.0925
H -2.9403 -0.7265 -2.9790
H -2.3152 -0.4231 -1.4828
O -3.0730 -0.2569 -2.0988
H -1.8865 1.1844 -5.0608
H -1.1708 2.2484 -4.5658
O -1.2924 1.3066 -4.2988
H 2.7074 0.1555 4.4963
H 1.3461 -0.4907 4.7617
O 1.9032 -0.1222 4.0424
H 0.6707 -0.2905 1.2621
H -0.8431 0.1737 0.7340
O -0.0089 -0.2815 0.5979
H -4.7001 -0.5474 -2.0381
H -6.0747 -0.2282 -2.8672
O -5.6588 -0.3668 -2.0218
H 4.2146 -3.0372 0.2901
H 3.0070 -2.2682 -0.2613
O 3.3521 -3.1544 -0.1157
H -2.5140 2.2676 -0.1301
O -2.2089 1.6776 0.6100
H 3.0412 3.1723 0.4011
H 4.1720 4.0018 0.7803
O 3.8097 3.5948 -0.0195
H 0.1434 1.7141 -5.3421
H 1.0417 -1.5718 -3.0486
H 3.8254 -0.3752 0.0335
H -4.4950 2.4340 -3.3662
H -2.5888 -3.8323 1.9036
H -1.9879 2.3770 1.2608
O -0.5674 -1.6097 5.5054
H -0.9418 -2.3542 5.9970
H -0.4939 -2.0225 4.6240
O -0.3763 6.0346 1.7174
H -1.2735 5.9658 1.4088
H 0.2670 5.3718 1.4558
O 3.3050 -3.9185 4.0040
H 2.3573 -4.0708 4.1324
H 3.4094 -3.0591 3.5802
O 4.3081 -0.9950 5.1600
H 3.6990 -1.6063 5.5674
H 4.7032 -1.1949 4.3159
O -5.2146 1.6373 -0.2731
H -5.0625 1.2820 -1.1645
H -5.4741 0.7364 0.0012
O -3.0256 -2.5296 -3.1335
H -2.4528 -3.1588 -2.6667
H -3.8160 -3.0611 -3.2864
O -0.4364 -4.0371 -3.9132
H -1.0093 -3.6037 -3.2905
H -0.7160 -3.8859 -4.8141
*
```

Here are the Mulliken charges for atoms 1 to 5, given in e:
1. H -0.1673
2. H 0.1349
3. O 0.4340
4. H 0.0095
5. H -0.1306

***

Record 4
Below is an isolated molecule of C8H14, with properties calculated with wB97M-V/def2-TZVPD.

The calculation puts the frontier orbital gap at 10.194 eV. The calculation puts the maximum force at 0.0176 Eh/bohr. As for the total energy: -313.1575 Eh. For the energy relative to the best compared isomer or geometry (same formula, charge and spin), the calculation gives 37.6 kcal per mole.

Geometry as ORCA input:
```
! RIJCOSX wB97M-V def2-TZVPD def2/J DEFGRID3
* xyz 0 1
C 2.0332 1.1966 -1.8549
C 1.6386 1.5893 -0.6530
C 0.2029 1.9377 -0.3126
C -0.7360 0.7589 -0.0671
C -1.9767 1.0305 0.3198
C -0.2574 -0.6490 -0.3202
C -0.9038 -1.7622 0.5338
C 0.0273 -2.2958 1.6171
H 2.9834 0.7352 -2.0978
H 1.3256 1.2022 -2.6794
H 2.3531 1.7757 0.1390
H 0.2132 2.6316 0.5281
H -0.2057 2.4810 -1.1658
H -2.6954 0.2473 0.5022
H -2.3387 2.0473 0.3689
H 0.8092 -0.6900 -0.0961
H -0.3034 -0.9043 -1.3806
H -1.1864 -2.5969 -0.1021
H -1.8138 -1.4205 1.0201
H -0.5105 -3.0001 2.2502
H 0.8960 -2.8066 1.1986
H 0.4456 -1.5079 2.2518
*
```

Here are the Mulliken charges for atoms 1 to 5, given in e:
1. C -0.7358
2. C -0.2426
3. C -0.8386
4. C 0.6951
5. C -1.2118

***

Record 5
Below is an isolated molecule of C2H4N4OS at a distorted geometry, with properties calculated with wB97M-V/def2-TZVPD.

The calculation puts the frontier orbital gap at 8.587 eV. The calculation puts the maximum force at 0.0669 Eh/bohr. As for the total energy: -770.8970 Eh. For the energy relative to the best compared isomer or geometry (same formula, charge and spin), the calculation gives 88.5 kcal per mole.

Geometry as ORCA input:
```
! RIJCOSX wB97M-V def2-TZVPD def2/J DEFGRID3
* xyz 0 1
N -0.1512 1.5471 0.2851
N 0.2726 0.4612 -0.3642
O 1.7305 0.3731 -0.4170
N 2.0803 -0.8613 -0.1876
C 1.0506 -1.6137 0.0410
C -0.1692 -0.8469 0.0246
N -1.3654 -1.2472 0.1196
S -2.7353 -0.3546 -0.2465
H 0.4177 1.8086 1.1155
H -0.2149 2.4092 -0.3704
H 1.3689 -2.6237 0.3106
H -2.2846 0.9480 -0.3108
*
```

Here are the Mulliken charges for atoms 1 to 5, given in e:
1. N -0.6184
2. N 0.2654
3. O -0.1645
4. N -0.2205
5. C -0.1991

***

Record 6
Below is an isolated molecule of C3H3NO3, with properties calculated with wB97M-V/def2-TZVPD.

The calculation puts the frontier orbital gap at 9.637 eV. The calculation puts the maximum force at 0.0155 Eh/bohr. As for the total energy: -396.5226 Eh. For the energy relative to the best compared isomer or geometry (same formula, charge and spin), the calculation gives 63.9 kcal per mole.

Geometry as ORCA input:
```
! RIJCOSX wB97M-V def2-TZVPD def2/J DEFGRID3
* xyz 0 1
N -0.0333 0.8217 -0.3916
C -0.5337 -0.2858 0.0499
O 0.3804 -1.0738 0.4682
C 1.5752 0.0766 -0.0340
O 2.2663 0.5559 0.7953
C -2.0002 -0.6595 0.0604
O -2.3822 -1.7405 0.4159
H -0.5563 1.5889 -0.7960
H 1.8257 -0.3345 -1.0161
H -2.6869 0.1385 -0.2854
*
```

Here are the Mulliken charges for atoms 1 to 5, given in e:
1. N -0.3867
2. C 0.7061
3. O -0.4348
4. C 0.2875
5. O -0.4736

***

Record 7
Below is a 2-piece molecular cluster, C7H16NO overall at a distorted geometry, with properties calculated with wB97M-V/def2-TZVPD.

The calculation puts the frontier orbital gap at 10.084 eV. The calculation puts the maximum force at 0.0916 Eh/bohr. As for the total energy: -405.9501 Eh. For the energy relative to the best compared isomer or geometry (same formula, charge and spin), the calculation gives 78.0 kcal per mole.

Geometry as ORCA input:
```
! RIJCOSX wB97M-V def2-TZVPD def2/J DEFGRID3
* xyz 1 1
C 1.7358 -0.7314 -1.0887
C 2.4983 0.1491 -0.1878
C 3.2075 -0.4103 0.9753
C -1.4466 -1.7599 0.7677
C -1.7299 1.2083 0.6612
C -1.8806 1.0501 -1.7282
C -1.6788 -0.8698 -0.3939
N -1.7803 0.3625 -0.4714
O 1.0634 0.1484 -0.3131
H 1.7347 -0.5560 -2.1336
H 1.8331 -1.7682 -0.7528
H 3.7624 -1.3265 0.5358
H 2.4874 -0.6871 1.8721
H 3.9488 0.2148 1.4984
H -2.1057 -2.6528 0.6230
H -1.7595 -1.2159 1.6629
H 2.7377 0.9923 -0.7984
H -0.8815 1.8415 0.6912
H -2.6351 1.9846 0.7285
H -1.6643 0.7244 1.6531
H -0.8983 1.3785 -1.7836
H -2.3661 0.3798 -2.4949
H -2.6765 1.8335 -1.4815
H -1.4132 -1.3300 -1.3224
H -0.3734 -2.0175 0.8235
*
```

Here are the Mulliken charges for atoms 1 to 5, given in e:
1. C -0.4991
2. C 0.1282
3. C -1.2155
4. C -1.1102
5. C -0.8352

***

> Which value of maximum force does entry 2 give?

0.1225 Eh/bohr

***

> Number 3 is which compound?

H80O40

***

Copy entry 1 word for word.
Below is C21H42ClNNbO9S3 as an isolated structure at a distorted geometry, with properties calculated with wB97M-V/def2-TZVPD.

The calculation puts the frontier orbital gap at 6.372 eV. The calculation puts the maximum force at 0.1441 Eh/bohr. As for the total energy: -3268.6779 Eh.

Geometry as ORCA input:
```
! RIJCOSX wB97M-V def2-TZVPD def2/J DEFGRID3
* xyz -1 1
C 4.6402 1.7912 2.7821
C 3.5998 1.7431 1.5480
O 3.2474 3.0486 1.0331
C 1.8962 3.0816 0.5125
C 1.8892 2.6963 -1.0703
O 1.0606 1.5493 -1.3761
C 1.7263 0.3044 -1.0546
C 0.7214 -0.8952 -1.5060
O -0.1308 -1.1379 -0.3441
C -1.5416 -1.2135 -0.7562
Nb -2.6148 0.8034 -0.8457
C -3.5212 0.5323 1.2636
C -2.4275 0.6253 2.4370
C -1.9262 2.1125 2.8025
S -2.9658 3.4967 2.1349
C -4.4249 -0.2914 -1.7255
C -5.3858 0.6167 -2.6157
O -6.1149 1.4483 -2.0040
Cl -5.5228 0.5304 -4.4432
N -1.8112 1.3029 -2.7829
C -2.1789 0.4184 -3.6988
O -2.1389 -0.6206 -4.4143
H 4.7355 2.8770 3.1539
H 4.2079 1.1275 3.6202
H 5.6470 1.3214 2.5082
H 4.0142 1.0680 0.7002
H 2.6621 1.1798 1.9348
H 1.1409 2.4493 1.0924
H 1.5270 4.1766 0.5745
H 1.4333 3.5917 -1.6367
H 2.9753 2.5612 -1.4242
H 2.7293 0.2751 -1.6135
H 1.8838 0.1554 0.0762
H 1.2850 -1.8352 -1.8465
H 0.1473 -0.4894 -2.4089
H -2.0746 -1.8552 0.0553
H -1.6710 -1.8204 -1.7412
H -1.2164 1.6571 -0.0203
H -3.4988 2.4217 -0.8812
H -3.8956 -0.5699 1.2601
H -4.4575 1.1715 1.4234
H -2.8094 0.1194 3.3888
H -1.4868 0.0398 2.0954
H -0.8411 2.3017 2.5049
H -1.9690 2.1996 3.9576
H -2.5207 3.7853 0.8542
H -5.0399 -0.7184 -0.8606
H -4.0020 -1.2097 -2.2971
C 6.3852 0.8582 7.8387
C 7.3691 -0.2703 7.5235
C 6.8002 -1.0586 6.3421
S 5.8036 0.0951 5.4047
O 4.4230 -0.3231 5.4803
O 6.4601 0.3738 4.1513
C 6.0335 1.4869 6.4967
H 6.8152 1.5912 8.5245
H 5.4857 0.4441 8.3059
H 8.3384 0.1582 7.2479
H 7.5315 -0.9183 8.3879
H 7.5910 -1.4546 5.7042
H 6.1517 -1.8700 6.6776
H 5.1255 2.0886 6.5288
H 6.8651 2.0805 6.1102
C -4.0651 -2.3885 -6.4648
C -4.0079 -3.2291 -7.7420
C -4.6458 -4.5838 -7.4290
S -5.8312 -4.2878 -6.1212
O -5.3877 -4.9810 -4.9334
O -7.1700 -4.4400 -6.6485
C -5.4808 -2.5495 -5.9275
H -3.8264 -1.3411 -6.6576
H -3.3425 -2.7717 -5.7377
H -4.5760 -2.7285 -8.5334
H -2.9830 -3.3497 -8.1008
H -5.1608 -4.9968 -8.2973
H -3.9074 -5.2981 -7.0602
H -5.5772 -2.2646 -4.8805
H -6.1983 -1.9946 -6.5363
*
```

Here are the Mulliken charges for atoms 1 to 5, given in e:
1. C -0.6690
2. C 0.1214
3. O -0.4909
4. C 0.2147
5. C -0.5944

***

> Number 1 is which compound?

C21H42ClNNbO9S3